[1]
C12H19N3O3S | ωB97M-V/def2-TZVPD

Results
Molecular weight: 285.37 g/mol
ΔE to the lowest compared entry with this formula, charge and spin: 521.3 kJ/mol
Calculated total energy: -1256.66424 Ha
Gap between HOMO and LUMO: 7.64 eV

Structure (ORCA input):
```
! RIJCOSX wB97M-V def2-TZVPD def2/J DEFGRID3
* xyz 0 1
C 0.77 1.50 -3.27
C 1.81 1.26 -2.09
N 1.04 0.77 -0.89
C 0.20 1.79 -0.16
C -1.25 1.50 -0.45
S -2.24 2.66 0.33
O -1.51 3.88 0.60
O -3.49 2.78 -0.42
N -2.58 1.88 1.84
C -3.69 0.89 1.89
C 1.05 -0.57 -0.50
C 1.00 -1.61 -1.45
C 1.18 -2.92 -1.13
C 1.45 -3.33 0.22
N 1.73 -4.72 0.32
O 1.83 -5.17 1.51
C 1.37 -2.32 1.21
C 1.65 -2.49 2.59
C 1.24 -0.99 0.78
H 1.34 1.82 -4.21
H 0.11 2.27 -2.85
H 0.30 0.56 -3.41
H 2.68 0.61 -2.50
H 2.24 2.14 -1.65
H 0.61 2.73 -0.41
H 0.24 1.63 0.95
H -1.56 1.41 -1.50
H -1.39 0.56 0.15
H -2.70 2.65 2.56
H -3.63 0.29 2.81
H -3.70 0.16 1.04
H -4.64 1.36 1.86
H 0.78 -1.53 -2.45
H 1.18 -3.59 -1.97
H 2.59 -2.94 2.89
H 1.67 -1.50 3.09
H 0.88 -3.13 3.12
H 1.43 -0.28 1.57
*
```

[2]
C4H2F2O | ωB97M-V/def2-TZVPD

Results
Molecular weight: 104.05 g/mol
ΔE to the lowest compared entry with this formula, charge and spin: 628.0 kJ/mol
Calculated total energy: -428.31463 Ha
Gap between HOMO and LUMO: 9.82 eV

Structure (ORCA input):
```
! RIJCOSX wB97M-V def2-TZVPD def2/J DEFGRID3
* xyz 0 1
C 1.33 -2.54 0.11
C 1.26 -1.31 -0.05
C 0.32 -0.02 -0.30
C 1.62 0.07 0.34
O -0.89 0.03 0.33
F 2.05 0.55 1.42
F 2.79 0.69 -0.94
H 0.12 0.09 -1.43
H -0.71 0.55 1.14
*
```

[3]
C24H30BF7NO16S | ωB97M-V/def2-TZVPD

Results
Molecular weight: 764.36 g/mol
Calculated total energy: -3313.15235 Ha
Gap between HOMO and LUMO: 5.53 eV

Structure (ORCA input):
```
! RIJCOSX wB97M-V def2-TZVPD def2/J DEFGRID3
* xyz -1 1
O 1.13 -0.14 3.87
S 1.98 -0.10 2.65
O 3.15 -1.00 2.95
C 1.11 -0.52 1.14
C -0.17 -1.43 1.40
C -1.38 -0.67 2.11
C -2.82 -1.27 1.68
C -3.50 -0.45 0.51
N -4.61 0.44 0.91
C -4.91 1.66 0.25
C -6.14 2.30 0.80
C -6.61 1.40 1.94
C -5.56 0.35 1.94
B 2.08 -1.45 0.21
O 2.42 -1.00 -1.12
O 2.58 -2.73 0.64
C 2.72 1.63 2.60
F 1.69 2.53 2.85
F 3.63 1.68 3.69
C 3.56 1.94 1.29
F 4.64 1.03 1.25
F 2.86 1.81 0.11
C 4.24 3.39 1.26
F 5.37 3.41 2.05
F 4.60 3.62 -0.08
F 3.36 4.42 1.57
H 0.13 -2.39 1.91
H -0.56 -1.73 0.37
H -1.34 0.45 2.01
H -1.29 -0.90 3.22
H -3.53 -1.29 2.57
H -2.71 -2.35 1.34
H -2.77 0.17 -0.08
H -3.91 -1.22 -0.24
H -4.31 2.07 -0.61
H -6.64 3.24 0.46
H -7.51 1.52 2.59
H -5.50 -0.50 2.66
H 3.34 -0.71 -1.14
H 3.55 -2.65 0.55
C 7.57 0.81 -1.50
C 7.36 2.25 -1.86
O 7.38 2.23 -3.28
C 7.04 0.97 -3.67
O 6.80 0.65 -4.79
O 7.01 0.12 -2.61
H 7.07 0.53 -0.57
H 8.63 0.55 -1.41
H 6.39 2.63 -1.52
H 8.14 2.90 -1.47
C -1.29 -6.72 -0.32
C -1.68 -6.20 1.04
O -1.39 -4.82 0.95
C -1.42 -4.48 -0.37
O -1.38 -3.37 -0.78
O -1.49 -5.59 -1.16
H -1.90 -7.56 -0.64
H -0.23 -7.01 -0.37
H -2.75 -6.33 1.24
H -1.11 -6.67 1.84
C -6.25 6.87 1.21
C -7.47 7.53 1.80
O -8.39 7.50 0.72
C -8.02 6.48 -0.11
O -8.68 6.08 -1.02
O -6.80 5.99 0.24
H -5.68 6.31 1.95
H -5.59 7.58 0.71
H -7.88 6.96 2.64
H -7.27 8.55 2.12
C 3.06 -4.88 -4.54
C 3.28 -3.53 -5.18
O 2.82 -2.63 -4.18
C 2.91 -3.27 -2.98
O 2.76 -2.74 -1.93
O 3.18 -4.60 -3.15
H 3.80 -5.62 -4.86
H 2.06 -5.27 -4.74
H 4.34 -3.33 -5.38
H 2.72 -3.41 -6.10
*
```

[4]
C30H48ClFN9S | ωB97M-V/def2-TZVPD

Results
Molecular weight: 621.30 g/mol
Calculated total energy: -2622.61271 Ha
Gap between HOMO and LUMO: 8.44 eV

Structure (ORCA input):
```
! RIJCOSX wB97M-V def2-TZVPD def2/J DEFGRID3
* xyz 1 1
C -2.25 -1.43 3.83
C -1.34 -1.60 3.08
C -0.26 -2.01 2.19
C -0.57 -1.67 0.72
N -1.67 -2.54 0.32
C -2.54 -2.12 -0.86
C -3.12 -0.71 -0.75
C -3.49 -0.26 0.67
Cl -2.08 0.48 -1.60
C -1.01 -3.63 -0.22
N -1.53 -4.82 -0.35
N 0.28 -3.35 -0.67
C 0.65 -2.03 -0.16
F 0.77 -1.10 -1.16
N 1.89 -2.07 0.58
C 2.92 -1.88 -0.04
S 4.20 -1.66 -0.88
H -3.00 -1.17 4.55
H -0.11 -3.09 2.30
H 0.65 -1.51 2.52
H -0.77 -0.61 0.68
H -1.95 -2.16 -1.78
H -3.33 -2.85 -0.98
H -4.03 -0.73 -1.33
H -3.46 -1.06 1.39
H -4.45 0.24 0.66
H -2.76 0.49 1.00
H -1.44 -5.29 -1.24
H -2.03 -5.33 0.37
H 0.27 -3.36 -1.69
C 8.42 1.84 -0.91
C 8.32 0.82 0.22
C 8.75 -0.59 -0.21
C 7.89 -1.09 -1.29
N 7.22 -1.48 -2.14
H 7.75 1.59 -1.73
H 8.14 2.83 -0.56
H 9.44 1.90 -1.31
H 7.30 0.80 0.60
H 8.96 1.14 1.04
H 8.68 -1.28 0.63
H 9.78 -0.59 -0.57
C -2.47 2.92 -4.05
C -1.91 2.96 -5.47
C -2.86 3.65 -6.45
C -4.13 2.94 -6.52
N -5.14 2.38 -6.56
H -3.39 2.35 -4.00
H -1.75 2.46 -3.37
H -2.66 3.93 -3.69
H -1.70 1.94 -5.81
H -0.95 3.49 -5.47
H -2.42 3.67 -7.45
H -3.05 4.68 -6.14
C -0.36 1.59 8.30
C 0.22 1.43 6.89
C -0.71 1.99 5.80
C -1.99 1.29 5.80
N -3.00 0.74 5.80
H -1.29 1.03 8.41
H 0.34 1.21 9.04
H -0.56 2.63 8.53
H 0.42 0.38 6.70
H 1.17 1.95 6.84
H -0.25 1.87 4.82
H -0.89 3.05 5.97
C -0.87 8.64 -5.52
C 0.30 7.81 -5.01
C -0.06 6.34 -4.79
C -1.13 6.20 -3.80
N -1.95 6.13 -3.00
H -1.69 8.66 -4.80
H -0.56 9.67 -5.69
H -1.25 8.24 -6.46
H 0.67 8.24 -4.08
H 1.12 7.86 -5.73
H 0.81 5.78 -4.44
H -0.40 5.89 -5.73
C -0.45 -7.56 3.58
C -1.97 -7.50 3.75
C -2.72 -8.29 2.67
C -2.44 -7.75 1.34
N -2.21 -7.33 0.29
H -0.14 -7.10 2.64
H 0.04 -7.02 4.39
H -0.09 -8.59 3.60
H -2.30 -6.46 3.74
H -2.24 -7.91 4.72
H -3.80 -8.23 2.83
H -2.43 -9.34 2.68
*
```

[5]
C32H31Cl4FNO2Ru | ωB97M-V/def2-TZVPD

Results
Molecular weight: 723.48 g/mol
ΔE to the lowest compared entry with this formula, charge and spin: 33.0 kJ/mol
Calculated total energy: -3478.71512 Ha
Gap between HOMO and LUMO (alpha / beta): 4.65 / 5.84 eV

Structure (ORCA input):
```
! RIJCOSX wB97M-V def2-TZVPD def2/J DEFGRID3
* xyz -2 6
Ru -0.18 -0.71 0.56
C 2.29 2.33 1.94
C 1.03 2.26 1.12
C 1.00 1.39 0.01
C -0.14 1.31 -0.80
C -1.25 2.11 -0.50
C -1.23 2.94 0.60
C -0.09 3.01 1.41
H 2.65 1.33 2.18
H 2.12 2.87 2.88
H 3.08 2.85 1.39
H 1.90 0.87 -0.27
H -0.08 0.76 -1.73
H -2.13 2.05 -1.12
H -2.10 3.53 0.85
H -0.08 3.66 2.28
Cl 4.55 -4.74 -2.94
C 3.85 -3.73 -1.71
C 4.43 -3.63 -0.46
Cl 5.88 -4.52 -0.09
C 3.84 -2.79 0.51
Cl 4.56 -2.63 2.09
C 2.67 -2.06 0.27
O 2.10 -1.28 1.13
C 2.06 -2.16 -1.04
O 0.99 -1.47 -1.26
C 2.67 -2.99 -1.98
Cl 1.92 -3.07 -3.56
F -4.62 -1.21 6.18
C -3.52 -1.13 5.36
C -2.81 0.04 5.30
C -1.69 0.11 4.47
C -1.26 -0.99 3.70
C -0.08 -0.90 2.84
C -2.04 -2.15 3.79
C -3.17 -2.23 4.60
H -3.13 0.89 5.88
H -1.13 1.04 4.40
H 0.54 -0.02 3.02
H 0.53 -1.80 2.79
H -1.78 -2.99 3.16
H -3.77 -3.13 4.64
C -3.94 0.49 1.77
C -4.66 -0.36 0.73
C -4.51 0.22 -0.68
C -4.29 -1.83 0.75
C -5.29 -2.74 1.03
C -5.08 -4.12 1.00
C -3.82 -4.56 0.61
C -2.77 -3.70 0.30
C -1.49 -4.34 -0.23
C -1.12 -3.85 -1.64
C -0.29 -4.23 0.73
C -2.96 -2.29 0.42
N -1.95 -1.41 0.24
H -4.30 1.52 1.74
H -2.87 0.49 1.60
H -4.12 0.09 2.77
H -5.73 -0.32 0.98
H -3.46 0.15 -1.00
H -4.82 1.27 -0.71
H -5.12 -0.34 -1.40
H -6.28 -2.36 1.29
H -5.87 -4.81 1.24
H -3.64 -5.63 0.52
H -1.71 -5.40 -0.31
H -0.76 -2.83 -1.62
H -1.99 -3.91 -2.30
H -0.32 -4.47 -2.05
H 0.01 -3.20 0.89
H 0.57 -4.76 0.33
H -0.53 -4.66 1.71
*
```

[6]
C4H7NO2 | ωB97M-V/def2-TZVPD

Results
Molecular weight: 101.10 g/mol
ΔE to the lowest compared entry with this formula, charge and spin: 227.0 kJ/mol
Calculated total energy: -361.79440 Ha
Gap between HOMO and LUMO: 11.01 eV

Structure (ORCA input):
```
! RIJCOSX wB97M-V def2-TZVPD def2/J DEFGRID3
* xyz 0 1
C 1.24 -1.15 -0.39
C 1.54 0.32 -0.49
C -1.72 0.53 -0.91
N -2.08 -0.21 0.05
C -0.61 0.87 2.61
O 0.25 0.41 3.19
O 1.11 1.16 0.27
H 0.31 -1.32 0.16
H 2.07 -1.65 0.13
H 1.18 -1.60 -1.39
H 2.21 0.62 -1.32
H -1.28 0.06 -1.80
H -1.79 1.62 -0.93
H -2.45 0.36 0.81
*
```